A 7-piece molecular cluster, C30H75N5O7 overall at a distorted geometry, computed with ωB97M-V/def2-TZVPD.

Results
- HOMO-LUMO gap (alpha / beta): 1.7 / 7.9 eV
- F_max: 3.10 eV Å⁻¹
- Multiplicity: 2
- Charge: -1
- LUMO level (alpha / beta): 2.5 / 2.4 eV

Structure (XYZ):
```
117
Properties=species:S:1:pos:R:3:forces:R:3
C 16.861410 -10.552490 12.077730 -0.074 -0.715 -0.321
C 15.637530 -11.491060 11.992710 0.393 -0.331 0.954
C 15.398220 -12.414890 13.238860 0.994 -0.971 -1.211
O 14.486210 -13.561090 13.038760 0.961 1.384 0.074
C 14.809630 -14.326600 11.893290 -0.702 0.849 -1.576
N 14.507780 -10.616700 11.893420 -0.762 0.655 -0.416
H 16.759440 -9.840650 12.896870 0.269 -0.338 0.249
H 16.914730 -9.942380 11.176050 -0.386 0.098 -0.212
H 17.801010 -11.102400 12.024350 0.088 -0.026 0.682
H 15.676130 -12.009160 11.034500 0.650 -0.788 0.299
H 15.060260 -11.764990 14.046020 -0.337 -0.426 0.026
H 16.325320 -12.918820 13.512080 0.333 0.380 0.210
H 14.198910 -15.228280 11.847540 0.193 0.129 0.273
H 15.840620 -14.546870 11.616440 0.501 -0.229 1.224
H 14.548460 -13.697030 11.042690 -0.550 -0.189 -0.442
H 14.680920 -10.241590 10.971780 -0.805 0.785 -0.248
H 13.687690 -11.199850 11.806870 -0.492 0.012 0.009
C 10.653500 -16.306890 10.931510 -2.089 -1.395 0.442
C 9.943640 -16.411100 12.366560 1.184 -0.845 -0.990
C 10.129360 -17.742850 13.158830 -0.621 -0.274 0.335
O 9.452830 -17.679150 14.493550 -0.495 0.289 -2.309
C 8.048210 -17.796670 14.289360 -0.755 -0.508 0.424
N 10.520910 -15.400770 13.158350 0.465 1.515 1.184
H 10.169180 -16.940570 10.188550 -0.297 -0.804 0.205
H 11.682470 -16.665670 10.907410 0.186 0.789 0.324
H 10.379730 -15.367220 10.451750 0.944 0.570 0.655
H 8.887470 -16.149900 12.300410 -0.177 -0.455 -0.482
H 11.160800 -17.977970 13.421400 0.202 0.543 -0.226
H 9.786000 -18.611370 12.596810 -0.480 -0.226 0.064
H 7.739220 -18.840250 14.229620 0.225 -0.390 0.062
H 7.591410 -17.352130 13.405160 0.730 0.369 -0.384
H 7.445880 -17.370390 15.091590 0.579 0.145 0.476
H 10.245790 -15.596180 14.110310 -0.572 0.401 0.455
H 11.509580 -15.574170 13.270380 0.401 0.275 -0.537
C 14.878840 -22.640610 13.398890 0.880 0.251 1.089
C 15.924080 -21.497960 13.730670 -1.984 -0.421 -0.389
C 17.363410 -21.967480 13.895420 0.014 -0.397 0.214
O 17.404020 -22.985150 14.908570 0.346 0.273 -0.713
C 18.722720 -23.423150 15.183100 -0.183 -0.231 -0.302
N 15.843000 -20.498870 12.697140 1.550 0.409 -0.985
H 14.862300 -23.367930 14.210580 -0.090 -0.124 0.044
H 15.063700 -23.188870 12.475120 0.289 0.230 -0.147
H 13.895060 -22.174070 13.347770 0.038 -0.041 -0.111
H 15.530710 -20.976700 14.603390 0.438 -0.387 0.575
H 18.116250 -21.194650 14.050580 -0.423 0.658 0.923
H 17.763390 -22.306030 12.939650 -0.386 -0.947 -0.476
H 19.295060 -22.627430 15.659930 0.111 -0.114 0.306
H 19.276830 -23.750630 14.303430 -0.072 0.335 -0.616
H 18.679410 -24.353030 15.750160 -0.224 0.379 0.585
H 14.935050 -20.157980 12.415170 -0.298 -0.199 0.478
H 16.246830 -20.936450 11.881330 0.046 0.337 -0.532
O 13.103240 -15.480230 14.129390 -0.127 -0.860 0.117
H 12.836000 -15.325890 15.035480 -0.096 0.030 0.610
H 13.620040 -14.708810 13.896880 0.515 0.961 -0.066
O 14.281820 -17.521830 12.817350 0.183 -0.758 -0.794
H 14.809650 -18.000590 13.456440 0.315 -0.160 0.120
H 13.922950 -16.782530 13.308140 -0.416 0.462 0.625
C 18.833790 -15.046990 14.854120 0.593 1.308 0.366
C 19.614630 -15.796960 15.960510 1.302 -2.029 -1.943
C 19.079630 -15.489340 17.336840 -0.466 2.297 0.036
C 17.798780 -16.155950 17.684280 0.621 -2.168 0.231
C 18.155430 -17.650310 17.708870 -0.727 -0.430 -1.639
C 18.569790 -18.194180 16.257210 0.157 0.211 -0.229
N 19.518740 -17.237380 15.664260 0.362 0.295 1.844
O 19.956770 -17.512220 14.356760 -0.429 -0.264 0.116
C 19.380560 -19.505430 16.376480 -0.509 0.652 0.149
C 17.360510 -18.449140 15.352080 -0.244 0.254 -0.284
C 21.185710 -15.469630 15.990390 -1.865 0.799 -0.553
H 19.236180 -14.970110 13.844030 0.678 -0.649 0.153
H 18.866710 -14.011840 15.193940 -0.696 0.327 -0.121
H 17.816450 -15.398990 14.683180 -0.112 0.047 0.601
H 19.834120 -15.553710 18.120870 0.049 -0.550 -0.021
H 18.835250 -14.427520 17.306500 0.350 0.453 -0.012
H 17.010490 -15.985970 16.950940 -0.043 0.198 0.048
H 17.421650 -15.949370 18.685870 0.015 0.583 -0.097
H 17.236140 -18.129290 18.045900 0.167 -0.756 -0.133
H 18.946180 -17.862760 18.428370 0.088 0.081 -0.019
H 20.221950 -19.225970 17.010560 -0.038 -0.687 0.432
H 18.708440 -20.293250 16.716630 0.343 -0.195 0.519
H 19.801620 -19.846910 15.430850 -0.199 0.220 -0.241
H 16.637490 -19.117120 15.820200 -0.067 -0.063 0.110
H 16.845610 -17.540690 15.039530 -0.134 0.261 0.412
H 17.644430 -18.883180 14.393380 0.279 -0.222 0.099
H 21.673900 -15.401620 15.018210 -0.339 -0.182 -0.198
H 21.735950 -16.197130 16.587120 -0.257 0.224 0.329
H 21.157930 -14.453670 16.384270 0.795 0.051 0.392
H 20.775660 -17.981290 14.532820 0.250 -0.072 -0.328
C 14.997190 -20.018500 19.317500 -0.275 0.318 0.065
C 13.674050 -19.437760 18.774770 -0.453 1.340 1.441
C 13.970520 -18.008060 18.262350 -0.664 0.615 -1.108
C 12.901050 -17.457840 17.227910 0.312 -0.518 2.157
C 12.658650 -18.423370 16.130820 -0.014 -1.642 -0.063
C 12.350670 -19.895990 16.595490 -0.643 0.547 -0.807
N 13.327050 -20.248000 17.633170 0.099 1.104 -1.189
O 13.230740 -21.577560 17.976420 -0.296 -1.350 0.366
C 10.896600 -19.967010 17.064360 0.159 -0.060 1.509
C 12.534450 -20.810660 15.356610 0.237 -0.474 -0.390
C 12.611020 -19.412320 20.015740 -0.564 -0.351 -0.876
H 14.765250 -20.944710 19.843260 0.437 -0.081 -0.056
H 15.538390 -19.342150 19.979130 -0.440 0.166 0.340
H 15.697670 -20.136780 18.490800 -0.106 -0.491 -0.201
H 14.080340 -17.334240 19.112060 -0.138 0.039 0.056
H 14.935580 -18.005540 17.755630 0.175 -0.176 -0.083
H 13.103110 -16.484340 16.781170 0.591 0.128 0.401
H 11.991320 -17.318200 17.811860 -0.306 0.084 -0.056
H 13.554050 -18.528440 15.518190 0.035 0.324 -0.301
H 11.810200 -18.062350 15.549530 0.109 -0.208 -0.343
H 10.869650 -19.424670 18.009470 -0.370 0.742 -0.218
H 10.164010 -19.576250 16.358160 0.158 -0.016 -0.025
H 10.597610 -20.938000 17.459180 0.112 -0.512 -0.685
H 13.564680 -21.144350 15.232590 0.069 0.255 0.204
H 11.940010 -21.719910 15.267170 -0.166 -0.227 1.027
H 12.242020 -20.373310 14.401990 0.135 0.942 0.107
H 12.114390 -20.374080 20.144090 0.573 -0.553 -0.061
H 11.707740 -18.810540 19.915570 0.215 0.665 -0.811
H 12.938690 -19.106120 21.009200 0.920 -0.079 -0.209
H 14.124180 -21.882430 17.802000 0.038 -0.487 -0.038
```
Forces are in eV/Å.



C26H28BN5O2STc as an isolated structure, computed with ωB97M-V/def2-TZVPD.

Results
- HOMO-LUMO gap (alpha / beta): 6.1 / 6.5 eV
- F_max: 0.23 eV Å⁻¹
- Multiplicity: 4
- Charge: +2
- LUMO level (alpha / beta): -6.0 / -7.3 eV

Structure (XYZ):
```
64
Properties=species:S:1:pos:R:3:forces:R:3
Tc -0.274800 -0.011140 0.814739 0.158 -0.096 -0.080
C -2.052552 -2.412100 0.942730 -0.016 0.033 -0.095
C -1.022363 -2.504740 2.071438 0.003 0.023 0.049
N -0.808094 -1.133902 2.605925 0.052 0.036 -0.019
C 0.202897 -0.935167 3.714700 -0.081 -0.053 -0.008
C 0.663741 0.532064 3.653072 0.071 -0.056 -0.042
C 2.019027 1.039942 4.234643 0.015 -0.006 -0.003
C 2.781254 2.591551 2.828336 0.036 0.043 -0.020
C 2.402361 2.923352 1.384744 0.020 0.002 -0.002
C 1.371736 2.408215 0.713988 -0.155 -0.064 -0.013
C 1.034966 2.317352 -0.765404 -0.034 -0.017 -0.024
N -0.019814 1.243320 -0.969117 0.014 0.031 0.021
C 0.126106 0.466356 -2.229982 0.090 0.055 -0.035
C -1.518962 -1.732255 -1.456655 -0.050 -0.115 0.096
N -1.768814 -1.294315 -0.042756 -0.083 0.028 0.031
N 0.434426 1.640048 1.444969 0.158 0.059 0.110
H -3.042187 -2.228200 1.364749 0.003 -0.034 0.025
H -2.101909 -3.355534 0.400967 0.013 -0.008 0.020
H -0.059877 -2.863832 1.707784 -0.012 -0.016 -0.017
H -1.388705 -3.194290 2.835661 0.006 0.001 0.002
H -1.702907 -0.800228 2.963821 -0.001 0.007 -0.007
H 1.040942 -1.600689 3.505851 0.018 0.016 0.013
H -0.230191 -1.202085 4.678493 0.015 0.009 0.006
H 2.294227 0.610938 5.194325 -0.012 0.003 0.005
H 3.664860 3.175986 3.067567 -0.009 0.011 -0.004
H 3.136174 3.491910 0.825472 0.008 -0.002 0.006
H 1.918117 2.028608 -1.334333 0.024 -0.001 0.036
H 0.665545 3.258496 -1.173575 0.026 0.008 -0.008
H -0.900111 1.748337 -1.057847 -0.014 -0.014 0.027
H 1.081890 -0.056826 -2.200069 -0.009 -0.001 0.059
H 0.168901 1.168558 -3.071301 0.016 -0.033 -0.027
H -0.774783 -2.523728 -1.430727 0.034 0.028 0.037
H -2.445255 -2.194047 -1.816048 0.042 -0.035 -0.067
H -2.626998 -0.746233 -0.089959 0.012 0.027 -0.011
S 4.011714 -1.447330 0.528616 0.067 0.034 -0.061
C 3.132619 -2.373442 -0.612578 0.000 -0.066 0.063
C 1.787874 -2.089556 -0.620255 0.009 0.087 -0.017
C 1.419270 -1.080158 0.294126 -0.014 -0.065 -0.039
C 2.563520 -0.645213 1.018165 -0.004 -0.002 0.065
C 2.389095 0.274358 2.018243 -0.069 0.013 0.000
C 3.063654 1.040712 3.066159 0.015 -0.029 0.015
C 1.842839 2.572588 4.122814 -0.009 -0.025 0.014
C 0.355527 2.780716 4.141559 0.007 -0.019 -0.011
C -0.299712 1.630049 4.014532 -0.026 0.051 0.014
N 1.003402 0.636240 2.188654 -0.200 0.076 -0.072
H 3.650793 -3.084651 -1.236336 -0.006 -0.011 0.001
H 1.131961 -2.594595 -1.310728 -0.015 0.001 -0.001
H 4.086663 0.765740 3.301721 0.003 0.010 -0.006
H 2.329812 3.143894 4.909985 -0.002 0.005 0.001
H -0.110707 3.744442 4.292421 0.004 0.008 0.003
H -1.375669 1.517209 4.037197 -0.006 -0.009 0.000
O -2.345860 0.248000 -2.863829 0.052 0.024 0.157
B -1.088784 -0.567324 -2.506369 -0.097 -0.010 -0.203
O -0.794364 -1.268638 -3.823379 -0.069 0.072 0.074
C -1.675228 -0.881939 -4.702849 0.041 -0.037 -0.039
C -1.759900 -1.262268 -6.047656 -0.027 0.028 0.029
C -2.782644 -0.710356 -6.769892 -0.049 0.033 -0.003
C -3.720646 0.204938 -6.193405 0.025 -0.036 -0.053
C -3.657332 0.589493 -4.880808 0.078 -0.045 0.050
C -2.617723 0.038157 -4.123227 -0.072 0.049 -0.043
H -1.047717 -1.952384 -6.475802 0.006 -0.004 0.004
H -2.897897 -0.965597 -7.814459 0.006 -0.004 -0.001
H -4.501704 0.600921 -6.828041 -0.003 -0.002 0.000
H -4.361702 1.280277 -4.440784 -0.004 0.003 0.000
```
Forces are in eV/Å.



One molecule with the formula C6H4O, computed with ωB97M-V/def2-TZVPD.

Results
- Energy relative to the best compared isomer or geometry (same formula, charge and spin): 541.7 kJ/mol
- HOMO-LUMO gap (alpha / beta): 7.4 / 7.4 eV
- F_max: 0.63 eV Å⁻¹
- LUMO level (alpha / beta): -1.2 / -1.2 eV

Structure (XYZ):
```
11
Properties=species:S:1:pos:R:3:forces:R:3
C 1.377677 0.810446 2.026470 -0.001 -0.139 0.006
C 0.421691 0.157995 1.276374 0.114 -0.232 -0.210
C -0.087387 -0.623267 0.385638 -0.016 0.198 0.303
C -1.164737 -0.737841 -0.537909 -0.302 0.001 0.250
O -2.323673 -0.918298 -0.177925 0.504 0.121 -0.205
C -0.781651 -0.703888 -1.949507 0.119 0.017 -0.614
C -0.497046 -0.669489 -3.119720 -0.085 -0.017 0.501
H 1.129348 1.148653 3.028299 0.040 -0.033 -0.185
H -0.171532 1.103773 1.609940 -0.198 0.031 -0.022
H 2.348438 1.080253 1.617755 -0.130 0.048 -0.014
H -0.251128 -0.648335 -4.159415 -0.045 0.005 0.192
```
Forces are in eV/Å.



Which formula does entry 2 have? C26H28BN5O2STc



What did the third record say?
One molecule with the formula C6H4O, computed with ωB97M-V/def2-TZVPD.

Results
- Energy relative to the best compared isomer or geometry (same formula, charge and spin): 541.7 kJ/mol
- HOMO-LUMO gap (alpha / beta): 7.4 / 7.4 eV
- F_max: 0.63 eV Å⁻¹
- LUMO level (alpha / beta): -1.2 / -1.2 eV

Structure (XYZ):
```
11
Properties=species:S:1:pos:R:3:forces:R:3
C 1.377677 0.810446 2.026470 -0.001 -0.139 0.006
C 0.421691 0.157995 1.276374 0.114 -0.232 -0.210
C -0.087387 -0.623267 0.385638 -0.016 0.198 0.303
C -1.164737 -0.737841 -0.537909 -0.302 0.001 0.250
O -2.323673 -0.918298 -0.177925 0.504 0.121 -0.205
C -0.781651 -0.703888 -1.949507 0.119 0.017 -0.614
C -0.497046 -0.669489 -3.119720 -0.085 -0.017 0.501
H 1.129348 1.148653 3.028299 0.040 -0.033 -0.185
H -0.171532 1.103773 1.609940 -0.198 0.031 -0.022
H 2.348438 1.080253 1.617755 -0.130 0.048 -0.014
H -0.251128 -0.648335 -4.159415 -0.045 0.005 0.192
```
Forces are in eV/Å.



Among the records above, which one has the lowest F_max? C26H28BN5O2STc



Look up the F_max of the first one. 3.10 eV Å⁻¹